This record from the Open Molecules 2025 dataset describes one molecule with the formula C5H8N2 at a distorted geometry. The level of theory is ωB97M-V/def2-TZVPD.

Computed properties:
HOMO-LUMO gap (spin up / spin down): 7.3054 / 7.2981 eV
LUMO energy (spin up / spin down): -0.0203 / -0.0204 Ha
E_HOMO (spin up / spin down): -7.86 / -7.85 eV
largest force on an atom: 0.0396 Eh/bohr
energy relative to the best compared isomer or geometry (same formula, charge and spin): 567.6 kJ/mol

The geometry in XYZ format:
```
15
C5H8N2 | the Open Molecules 2025 dataset | ωB97M-V/def2-TZVPD
C -2.08 0.19 0.01
C -1.07 -0.34 -0.97
C 0.25 0.29 -1.29
C 0.87 1.13 -0.30
N 1.59 1.39 0.62
N 0.14 -0.98 -0.59
C 1.98 -0.16 1.41
H -1.62 0.84 0.77
H -2.85 0.77 -0.51
H -2.57 -0.64 0.52
H -1.52 -0.76 -1.88
H 0.66 0.37 -2.29
H 1.40 -0.77 0.71
H 2.97 -0.63 1.59
H 1.53 0.10 2.35
```

This record from the Open Molecules 2025 dataset describes an isolated ion of composition C4H7N2 and charge +1 at a distorted geometry. The level of theory is ωB97M-V/def2-TZVPD.

Computed properties:
charge: +1
HOMO-LUMO gap (spin up / spin down): 8.6076 / 8.6083 eV
LUMO energy (spin up / spin down): -0.2443 / -0.2442 Ha
E_HOMO (spin up / spin down): -15.26 / -15.25 eV
largest force on an atom: 0.1406 Eh/bohr
energy relative to the best compared isomer or geometry (same formula, charge and spin): 417.7 kJ/mol

The geometry in XYZ format:
```
13
C4H7N2 | the Open Molecules 2025 dataset | ωB97M-V/def2-TZVPD
H -2.05 2.20 0.64
N -1.20 1.96 1.15
N -0.44 0.92 0.70
C 0.86 0.77 1.04
C 1.39 -0.23 0.32
C 0.53 -0.81 -0.72
C -0.81 -0.16 -0.21
H 1.34 1.33 1.93
H 2.53 -0.45 0.34
H 0.71 -0.36 -1.74
H 0.35 -1.80 -0.72
H -1.55 0.25 -1.01
H -1.27 -0.90 0.51
```

This record from the Open Molecules 2025 dataset describes a 18-piece molecular cluster, C96H108F12O18 overall at a distorted geometry. The level of theory is ωB97M-V/def2-TZVPD.

Computed properties:
HOMO-LUMO gap: 9.4271 eV
LUMO energy: 0.0163 Ha
E_HOMO: -8.98 eV
largest force on an atom: 0.0839 Eh/bohr
energy relative to the best compared isomer or geometry (same formula, charge and spin): 0.0 kJ/mol

The geometry in XYZ format:
```
234
C96H108F12O18 | the Open Molecules 2025 dataset | ωB97M-V/def2-TZVPD
F 2.96 -0.40 11.37
C 2.43 -0.46 10.18
C 3.26 -0.84 9.15
C 2.74 -0.95 7.87
C 1.38 -0.68 7.62
C 0.57 -0.24 8.66
C 1.10 -0.14 9.94
H 4.28 -1.11 9.28
H 3.38 -1.29 7.08
H 0.95 -0.87 6.69
H -0.43 0.10 8.44
H 0.48 0.11 10.82
F -4.14 4.63 -4.13
C -3.41 4.05 -3.13
C -2.11 4.52 -3.03
C -1.26 3.92 -2.18
C -1.70 2.88 -1.39
C -2.96 2.40 -1.57
C -3.87 2.98 -2.41
H -1.71 5.34 -3.61
H -0.23 4.28 -2.03
H -1.04 2.40 -0.67
H -3.23 1.55 -0.99
H -4.87 2.66 -2.53
F 0.04 0.02 -6.06
C 0.38 1.25 -6.48
C -0.54 2.27 -6.53
C -0.15 3.50 -6.91
C 1.18 3.76 -7.26
C 2.09 2.77 -7.11
C 1.73 1.47 -6.77
H -1.56 2.10 -6.28
H -0.87 4.32 -6.98
H 1.44 4.71 -7.62
H 3.14 2.98 -7.24
H 2.45 0.67 -6.56
F 0.80 -4.10 5.34
C -0.01 -3.62 6.33
C 0.35 -4.01 7.63
C -0.41 -3.39 8.65
C -1.60 -2.76 8.36
C -1.99 -2.55 7.06
C -1.17 -2.89 6.02
H 1.21 -4.63 7.85
H -0.09 -3.37 9.71
H -2.22 -2.35 9.14
H -2.91 -2.04 6.84
H -1.39 -2.66 4.99
F 3.03 -2.28 -5.86
C 3.86 -1.27 -5.82
C 4.01 -0.52 -4.66
C 4.78 0.66 -4.70
C 5.34 1.09 -5.91
C 5.21 0.30 -7.04
C 4.38 -0.83 -7.03
H 3.64 -0.95 -3.74
H 4.94 1.16 -3.74
H 5.91 1.99 -5.95
H 5.66 0.51 -8.01
H 4.17 -1.36 -7.92
F -2.70 1.31 8.56
C -2.63 2.20 7.55
C -2.03 3.43 7.75
C -1.97 4.31 6.67
C -2.46 3.98 5.44
C -3.04 2.73 5.24
C -3.11 1.83 6.31
H -1.78 3.71 8.78
H -1.53 5.29 6.82
H -2.34 4.63 4.61
H -3.27 2.41 4.24
H -3.69 0.89 6.26
F 1.82 2.31 2.28
C 2.29 2.24 3.57
C 1.30 2.17 4.56
C 1.73 2.13 5.88
C 3.09 2.13 6.17
C 4.01 2.39 5.16
C 3.64 2.40 3.85
H 0.25 2.06 4.35
H 0.97 1.97 6.66
H 3.39 2.14 7.22
H 5.03 2.61 5.47
H 4.39 2.57 3.09
F 0.94 -3.52 -3.54
C 1.86 -4.29 -2.92
C 3.08 -4.45 -3.48
C 4.07 -5.13 -2.79
C 3.80 -5.73 -1.61
C 2.50 -5.62 -1.07
C 1.51 -4.84 -1.71
H 3.25 -4.12 -4.47
H 4.99 -5.27 -3.31
H 4.51 -6.28 -0.97
H 2.27 -6.14 -0.15
H 0.49 -4.76 -1.35
F -4.14 -3.42 -8.29
C -2.98 -3.63 -7.68
C -2.36 -4.83 -7.96
C -1.11 -5.02 -7.42
C -0.52 -4.04 -6.71
C -1.12 -2.85 -6.52
C -2.40 -2.61 -6.95
H -2.84 -5.59 -8.57
H -0.59 -5.93 -7.67
H 0.47 -4.19 -6.32
H -0.54 -2.07 -6.01
H -2.89 -1.72 -6.67
F 6.40 0.04 -1.69
C 5.28 -0.39 -1.08
C 4.43 0.52 -0.53
C 3.25 0.02 -0.06
C 2.93 -1.32 -0.04
C 3.90 -2.25 -0.49
C 5.08 -1.75 -1.05
H 4.67 1.59 -0.44
H 2.44 0.71 0.17
H 1.98 -1.64 0.33
H 3.82 -3.34 -0.34
H 5.85 -2.42 -1.37
F 1.95 1.91 -10.18
C 0.86 1.10 -10.17
C 1.06 -0.17 -9.66
C -0.01 -1.04 -9.79
C -1.23 -0.65 -10.31
C -1.41 0.66 -10.73
C -0.37 1.58 -10.64
H 2.01 -0.48 -9.28
H 0.15 -2.04 -9.46
H -2.07 -1.37 -10.36
H -2.30 0.95 -11.25
H -0.40 2.58 -11.04
F 2.53 5.87 -0.40
C 2.35 4.93 -1.36
C 2.42 5.32 -2.67
C 2.32 4.36 -3.65
C 2.07 3.04 -3.28
C 2.01 2.68 -1.96
C 2.14 3.64 -0.96
H 2.77 6.31 -2.93
H 2.43 4.65 -4.66
H 1.85 2.32 -4.05
H 1.82 1.66 -1.69
H 2.25 3.38 0.11
C -2.76 5.58 0.54
C -3.64 5.43 1.77
O -3.97 4.06 2.04
C -5.02 3.57 1.31
O -5.76 4.27 0.65
O -5.03 2.21 1.42
C -6.18 1.71 0.77
H -1.81 5.06 0.74
H -2.45 6.62 0.27
H -3.23 5.12 -0.33
H -4.54 5.99 1.58
H -3.18 5.70 2.70
H -7.03 1.89 1.42
H -5.95 0.66 0.66
H -6.33 2.00 -0.26
C -1.54 -6.33 -0.15
C -1.34 -7.53 0.61
O -1.39 -7.24 2.04
C -2.63 -7.28 2.61
O -3.62 -7.74 2.10
O -2.62 -6.78 3.86
C -1.35 -6.42 4.42
H -1.43 -6.57 -1.21
H -0.90 -5.47 0.13
H -2.57 -5.91 -0.12
H -0.38 -8.05 0.47
H -2.04 -8.34 0.39
H -1.62 -5.99 5.38
H -0.85 -5.67 3.79
H -0.82 -7.37 4.57
C 0.80 -0.51 -3.24
C -0.42 -0.41 -2.34
O 0.10 -0.08 -1.02
C -0.80 -0.10 -0.05
O -1.87 -0.67 -0.10
O -0.24 0.56 0.99
C -1.14 0.95 2.02
H 1.19 0.48 -3.52
H 0.50 -1.05 -4.16
H 1.50 -1.16 -2.78
H -1.03 -1.32 -2.37
H -1.05 0.45 -2.63
H -1.94 0.18 2.03
H -1.63 1.90 1.78
H -0.57 0.99 2.89
C 2.82 -1.15 4.00
C 1.36 -1.46 3.81
O 1.33 -2.39 2.61
C 0.23 -2.97 2.16
O 0.33 -3.74 1.21
O -0.83 -2.67 2.82
C -2.07 -3.21 2.33
H 3.29 -0.85 3.03
H 3.43 -1.97 4.40
H 2.98 -0.32 4.74
H 0.79 -0.57 3.55
H 0.87 -1.92 4.69
H -2.05 -4.28 2.38
H -2.24 -2.84 1.31
H -2.87 -2.80 2.97
C 0.10 5.80 3.59
C 0.90 5.95 2.29
O 1.32 7.31 2.08
C 2.40 7.62 2.72
O 3.11 6.82 3.39
O 2.59 8.89 2.60
C 3.51 9.53 3.55
H 0.52 6.40 4.40
H 0.07 4.74 3.83
H -0.88 6.20 3.41
H 0.37 5.76 1.37
H 1.80 5.39 2.45
H 3.76 10.49 3.17
H 4.38 8.89 3.60
H 2.99 9.55 4.53
C -3.49 -2.75 -1.82
C -4.51 -2.03 -0.92
O -4.79 -2.75 0.33
C -5.27 -3.97 0.15
O -5.86 -4.31 -0.88
O -5.09 -4.66 1.26
C -5.78 -5.97 1.27
H -3.85 -3.77 -2.03
H -2.45 -2.77 -1.38
H -3.43 -2.30 -2.79
H -5.45 -2.01 -1.48
H -4.18 -1.05 -0.60
H -6.84 -5.88 0.97
H -5.65 -6.32 2.30
H -5.29 -6.57 0.51
```

This record from the Open Molecules 2025 dataset describes one molecule with the formula C23H21F2N3O3 at a distorted geometry. The level of theory is ωB97M-V/def2-TZVPD.

Computed properties:
HOMO-LUMO gap: 8.1096 eV
LUMO energy: -0.0052 Ha
E_HOMO: -8.25 eV
largest force on an atom: 0.0215 Eh/bohr
energy relative to the best compared isomer or geometry (same formula, charge and spin): 20.6 kJ/mol

The geometry in XYZ format:
```
52
C23H21F2N3O3 | the Open Molecules 2025 dataset | ωB97M-V/def2-TZVPD
C -0.76 -4.91 -2.55
C -1.60 -5.47 -1.42
O -0.82 -5.91 -0.32
C -0.30 -5.00 0.54
C 0.52 -5.53 1.54
C 1.08 -4.71 2.50
C 0.85 -3.34 2.47
C 0.05 -2.80 1.47
C -0.18 -1.35 1.45
C -0.41 -0.66 0.23
C -0.63 0.69 0.25
C -0.80 1.40 -1.05
O -1.63 1.09 -1.88
N 0.09 2.41 -1.27
N 1.18 2.63 -0.49
C 1.99 3.41 -1.08
C 3.27 3.85 -0.49
C 1.53 3.84 -2.45
C 0.13 3.19 -2.53
O -0.01 2.41 -3.65
C -0.97 4.28 -2.43
F -2.19 3.78 -2.69
F -0.76 5.26 -3.35
C -0.68 1.37 1.50
C -1.00 2.73 1.65
C -1.01 3.31 2.89
C -0.70 2.55 4.03
C -0.40 1.22 3.92
C -0.40 0.60 2.66
N -0.15 -0.72 2.60
C -0.52 -3.63 0.51
H -0.05 -5.65 -2.89
H -0.21 -4.03 -2.23
H -1.40 -4.63 -3.38
H -2.12 -6.38 -1.75
H -2.36 -4.75 -1.09
H 0.69 -6.59 1.55
H 1.71 -5.13 3.27
H 1.28 -2.68 3.21
H -0.36 -1.18 -0.71
H 3.39 3.40 0.50
H 4.10 3.55 -1.13
H 3.30 4.93 -0.40
H 1.50 4.92 -2.57
H 2.16 3.42 -3.23
H -0.85 1.91 -3.57
H -0.99 4.76 -1.44
H -1.27 3.31 0.78
H -1.26 4.36 3.00
H -0.70 3.03 5.00
H -0.19 0.62 4.78
H -1.17 -3.19 -0.23
```

This record from the Open Molecules 2025 dataset describes a 2-piece molecular cluster, C9H17NO2 overall at a distorted geometry. The level of theory is ωB97M-V/def2-TZVPD.

Computed properties:
HOMO-LUMO gap: 9.2889 eV
LUMO energy: 0.0193 Ha
E_HOMO: -8.76 eV
largest force on an atom: 0.0671 Eh/bohr
energy relative to the best compared isomer or geometry (same formula, charge and spin): 102.6 kJ/mol

The geometry in XYZ format:
```
29
C9H17NO2 | the Open Molecules 2025 dataset | ωB97M-V/def2-TZVPD
C 1.50 -0.02 2.07
C 0.65 0.85 1.11
C 0.42 -0.02 -0.10
N 1.13 -0.06 -1.14
C 2.33 0.67 -1.41
C -0.86 -0.92 -0.24
C -1.51 -1.32 1.06
C -0.37 -2.18 -0.88
C -1.92 -0.26 -1.06
H 2.35 -0.43 1.53
H 0.83 -0.92 2.42
H 1.84 0.52 2.96
H 1.03 1.85 0.89
H -0.35 0.99 1.60
H 2.52 0.61 -2.51
H 2.23 1.67 -0.94
H 3.12 0.17 -0.91
H -0.86 -1.57 1.85
H -2.20 -2.18 0.89
H -2.27 -0.59 1.38
H 0.71 -2.29 -1.06
H -0.68 -3.00 -0.27
H -0.78 -2.36 -1.89
H -2.72 -0.90 -1.25
H -1.35 0.10 -1.96
H -2.30 0.58 -0.51
O -1.07 3.39 -1.66
C -0.81 3.68 -0.56
O -0.65 3.93 0.57
```

This record from the Open Molecules 2025 dataset describes an isolated ion of composition C2H4F2N3O and charge +1 at a distorted geometry. The level of theory is ωB97M-V/def2-TZVPD.

Computed properties:
charge: +1
HOMO-LUMO gap: 10.7021 eV
LUMO energy: -0.1459 Ha
E_HOMO: -14.67 eV
largest force on an atom: 0.0888 Eh/bohr
energy relative to the best compared isomer or geometry (same formula, charge and spin): 122.5 kJ/mol

The geometry in XYZ format:
```
12
C2H4F2N3O | the Open Molecules 2025 dataset | ωB97M-V/def2-TZVPD
C -0.66 0.24 -0.18
C 1.45 0.17 -0.56
N -0.59 -0.58 0.82
N 0.65 -1.23 1.06
N -1.59 0.91 -0.77
O 1.70 -0.37 0.62
F 1.53 -0.55 -1.65
F 1.94 1.37 -0.73
H -1.34 -0.98 1.38
H 0.83 -1.35 2.07
H -1.36 1.54 -1.53
H -2.57 0.83 -0.53
```

This record from the Open Molecules 2025 dataset describes one molecule with the formula C4H6N2O. The level of theory is ωB97M-V/def2-TZVPD.

Computed properties:
HOMO-LUMO gap (spin up / spin down): 7.5668 / 7.5673 eV
LUMO energy (spin up / spin down): 0.0212 / 0.0212 Ha
E_HOMO (spin up / spin down): -6.99 / -6.99 eV
largest force on an atom: 0.0094 Eh/bohr
energy relative to the best compared isomer or geometry (same formula, charge and spin): 407.4 kJ/mol

The geometry in XYZ format:
```
13
C4H6N2O | the Open Molecules 2025 dataset | ωB97M-V/def2-TZVPD
C -2.24 -0.19 -0.27
O -1.08 -1.06 -0.12
C 0.03 -0.46 -0.11
C 0.16 1.00 -0.15
N 1.51 1.27 0.33
C 2.04 0.14 0.58
N 1.22 -0.97 0.31
H -2.16 0.29 -1.25
H -0.76 1.28 0.47
H -3.09 -0.88 -0.26
H -0.05 1.50 -1.10
H 3.04 -0.02 0.95
H 1.38 -1.92 0.62
```

This record from the Open Molecules 2025 dataset describes a 2-piece molecular cluster, CH4N2O3 overall at a distorted geometry. The level of theory is ωB97M-V/def2-TZVPD.

Computed properties:
HOMO-LUMO gap (spin up / spin down): 8.2896 / 8.2902 eV
LUMO energy (spin up / spin down): -0.0654 / -0.0654 Ha
E_HOMO (spin up / spin down): -10.07 / -10.07 eV
largest force on an atom: 0.0943 Eh/bohr
energy relative to the best compared isomer or geometry (same formula, charge and spin): 772.0 kJ/mol

The geometry in XYZ format:
```
10
CH4N2O3 | the Open Molecules 2025 dataset | ωB97M-V/def2-TZVPD
C -0.01 -0.23 0.84
N 0.55 0.46 0.02
N 2.08 -1.01 -0.70
O -2.32 1.04 -0.35
O -1.29 -0.10 1.37
O -2.02 1.02 0.98
H 0.11 -1.25 1.12
H 1.78 -0.97 -1.71
H 2.88 -0.47 -0.63
H -1.77 1.51 -0.93
```

- Which of these has the lowest energy relative to the best compared isomer or geometry (same formula, charge and spin)?
  C96H108F12O18